163
Properties=species:S:1:pos:R:3 method="wB97M-V/def2-TZVPD" charge=-1 e_homo_ha=-0.176 multiplicity=1 homo_lumo_gap_ev=6.277 lumo_ev=1.5
C -0.89370 -0.85700 2.83590
C -0.32061 0.24905 1.92169
O -0.01732 -0.18562 0.58193
C 0.25514 1.02586 -0.15364
C 1.54966 0.96921 -1.02927
N 1.77124 2.15362 -1.85094
C 1.91167 3.39453 -1.09822
C 3.39619 3.69129 -0.66532
C 3.37980 4.07768 0.84710
I 5.24299 3.50677 1.82405
C 2.77828 0.55935 -0.08820
O 2.80774 1.08780 1.03336
O 3.69762 -0.29197 -0.37906
C 1.33596 -0.24990 -2.04827
Cl 2.59103 -0.10805 -3.38151
C -0.04947 -0.20630 -2.75556
C -1.03118 -1.28910 -2.17639
H -1.85913 -1.27410 2.49892
H -1.07665 -0.46721 3.85469
H -0.18601 -1.71323 2.93005
H 0.55436 0.68666 2.42554
H -1.10444 1.03560 1.85169
H -0.63398 1.38858 -0.70580
H 0.45755 1.78020 0.63068
H 1.12353 2.22595 -2.62696
H 1.23571 3.51350 -0.23279
H 1.64654 4.21504 -1.79804
H 4.05492 2.82909 -0.83714
H 3.81641 4.55511 -1.21088
H 2.61053 3.51692 1.39777
H 3.18743 5.15625 0.94739
H 1.53305 -1.20193 -1.54382
H 0.09544 -0.48683 -3.81204
H -0.50163 0.79595 -2.74336
H -0.60057 -1.79097 -1.29785
H -1.19810 -2.08446 -2.92450
H -2.03302 -0.86954 -1.98402
C 0.92436 4.12769 4.34891
O 0.82142 2.89843 3.64677
H 0.05671 4.74094 4.11145
H 0.94795 3.93882 5.42647
H 1.83255 4.65669 4.04460
H 1.59977 2.37546 3.87245
C -3.12049 2.63613 -3.29506
O -2.09460 2.06125 -4.09748
H -2.72062 3.52255 -2.80499
H -3.96883 2.91911 -3.92172
H -3.44329 1.91666 -2.53541
H -2.46655 1.27980 -4.51945
C -1.81573 -4.55494 3.58121
O -2.11606 -3.51208 4.49493
H -0.73538 -4.63247 3.49141
H -2.21745 -5.50550 3.94818
H -2.24121 -4.33070 2.59946
H -3.07697 -3.45845 4.55934
C 2.96672 4.72718 -4.44391
O 1.95384 3.76543 -4.71034
H 2.75780 5.62515 -5.02277
H 2.96806 4.97548 -3.37946
H 3.94333 4.33047 -4.73444
H 2.15808 2.98331 -4.18444
C -3.26994 -4.00762 -4.30721
O -3.57283 -2.99570 -3.35068
H -2.19416 -4.04752 -4.43879
H -3.62662 -4.97959 -3.95034
H -3.73953 -3.76905 -5.26468
H -4.52919 -2.97133 -3.24522
C -0.78191 -5.82803 -6.62606
O -1.23616 -4.48264 -6.53575
H -1.44067 -6.45369 -6.02710
H -0.81078 -6.16745 -7.66523
H 0.23755 -5.90836 -6.24085
H -0.64365 -3.94294 -7.06918
C 3.47745 -4.03936 -1.10168
O 3.18656 -4.35256 -2.46427
H 3.60858 -4.96975 -0.55021
H 4.39922 -3.45730 -1.04772
H 2.65183 -3.46970 -0.66789
H 3.08320 -3.51253 -2.92026
C 0.41597 3.84207 -7.90115
O 0.55862 4.27075 -9.25560
H -0.44272 3.17753 -7.83548
H 1.31178 3.30649 -7.58229
H 0.25398 4.70570 -7.25155
H 1.32352 4.85630 -9.28615
C 2.03811 -4.34461 2.55078
O 1.59351 -2.99358 2.59109
H 1.37332 -4.96733 3.14665
H 2.02505 -4.68855 1.52226
H 3.05247 -4.40875 2.95870
H 2.21245 -2.48238 2.05412
C -6.39644 -4.32046 4.48326
O -5.08683 -3.77836 4.47199
H -6.45793 -5.09131 3.71675
H -6.60502 -4.76301 5.46081
H -7.12107 -3.53388 4.26692
H -5.06250 -3.09783 5.15871
C 2.07809 7.61464 -8.86337
O 2.89707 6.71989 -9.61460
H 1.20074 7.07209 -8.51789
H 2.62899 7.99352 -7.99920
H 1.75922 8.45019 -9.49213
H 3.66578 7.21608 -9.91094
C 8.17367 5.25308 4.77907
O 9.15650 4.66116 3.93770
H 8.61186 6.12497 5.26143
H 7.31180 5.56500 4.18399
H 7.85884 4.53797 5.54386
H 8.75209 3.89343 3.51993
C -7.58553 -1.12131 6.42015
O -6.53732 -2.07954 6.38199
H -7.53994 -0.51303 5.51899
H -8.55194 -1.63090 6.46200
H -7.46607 -0.47874 7.29461
H -6.60221 -2.59972 7.19107
C -7.13615 3.36135 -4.12608
O -6.12141 2.78208 -4.93716
H -6.72650 4.24558 -3.64254
H -7.99152 3.65203 -4.74199
H -7.45924 2.65015 -3.36118
H -6.50014 2.00262 -5.35589
C -5.41137 -0.56904 9.79901
O -6.45456 -1.50886 9.55538
H -5.57734 0.30381 9.16977
H -5.42297 -0.26730 10.84727
H -4.44720 -1.01455 9.55247
H -6.28822 -2.27045 10.12087
C 7.00720 -0.39375 -2.26933
O 6.73055 -0.47627 -0.88476
H 8.00596 -0.79397 -2.44833
H 6.27758 -0.98124 -2.83562
H 6.97419 0.64923 -2.60159
H 5.83686 -0.11722 -0.75092
C -4.31312 -1.06616 0.07644
O -5.05253 -0.41898 -0.96171
H -4.18885 -2.11428 -0.18506
H -3.32973 -0.60081 0.17480
H -4.85648 -0.99004 1.02235
H -5.14845 0.50463 -0.71049
C 2.11725 7.96214 -3.07199
O 2.71912 8.15961 -4.34921
H 1.76647 6.93538 -3.00691
H 2.85367 8.14309 -2.28469
H 1.26981 8.64266 -2.95350
H 3.02128 9.07245 -4.38080
C 5.50942 -7.43955 -0.03856
O 5.16651 -6.49406 0.96599
H 4.60479 -7.70941 -0.57983
H 6.22826 -7.00382 -0.73722
H 5.93686 -8.33765 0.41752
H 5.97622 -6.26509 1.43293
C 0.79211 -7.69026 0.99780
O 0.94463 -6.34432 0.57224
H 0.30637 -7.69008 1.97189
H 0.17156 -8.24406 0.28681
H 1.77075 -8.17198 1.08398
H 1.37504 -6.36467 -0.29013
C -2.64254 -0.94296 12.09863
O -3.68144 -1.88890 11.86294
H -2.81763 -0.07556 11.46566
H -2.64808 -0.63062 13.14589
H -1.67266 -1.37904 11.84937
H -3.51165 -2.64849 12.42918